Below is the molecule C12H16Si at a distorted geometry, with properties calculated with wB97M-V/def2-TZVPD.

**ΔE to the lowest compared entry with this formula, charge and spin**: 64.0 kcal per mole
**Total energy**: -20579.1466 eV
**Frontier orbital gap**: 9.28 eV
**HOMO level**: -8.561 eV
**SMILES**: C=C1c2ccccc2[C@H]1[Si](C)(C)C

Each line ends with the Mulliken charge.
Element x y z (Å)
C1 3.6885 0.0172 -0.5002  -0.67
C2 3.1927 1.2290 0.0692  -0.32
C3 2.8921 -1.1120 -0.2985  -0.41
C4 1.8845 1.3272 0.5990  -0.75
C5 1.6618 -1.0473 0.2588  0.12
C6 1.2238 0.1687 0.5986  0.26
C7 0.5035 -1.8192 0.6230  0.11
C8 0.1361 -3.0789 0.8352  -1.19
C9 -0.2059 -0.3669 0.8725  0.30
C10 -1.1950 0.5997 -1.9125  -1.14
C11 -1.9746 2.2240 0.4208  -1.01
C12 -3.0981 -0.7056 0.1848  -1.27
Si1 -1.6089 0.4491 -0.0581  0.35
H1 4.6017 0.0264 -1.0786  0.42
H2 3.8769 2.0994 -0.1228  0.27
H3 3.3187 -2.0357 -0.7493  0.32
H4 1.4794 2.2658 1.0282  0.35
H5 -0.7599 -3.3960 1.3137  0.32
H6 0.7425 -3.8690 0.5545  0.32
H7 -0.4579 -0.0581 1.8404  0.57
H8 -2.1267 0.8605 -2.2482  0.34
H9 -0.4356 1.3616 -2.1075  0.32
H10 -0.8448 -0.2561 -2.4651  0.37
H11 -2.4294 2.7102 -0.4603  0.30
H12 -2.6334 2.4867 1.2764  0.36
H13 -1.0812 2.8572 0.6152  0.27
H14 -3.4379 -1.4345 -0.5961  0.35
H15 -2.9713 -1.3788 1.0480  0.32
H16 -3.9414 -0.1247 0.4589  0.41